Entry 1:
A single C24H28N4O3 molecule. Source: the Open Molecules 2025 dataset; level of theory: ωB97M-V with the def2-TZVPD basis set.

Geometry (Å):
C: -4.256 -2.410 -0.772
C: -4.505 -1.897 0.643
C: -3.438 -0.907 1.111
C: -3.578 0.464 0.444
N: -2.372 1.264 0.596
C: -1.323 1.136 -0.278
C: -0.216 1.945 -0.167
C: -0.111 2.922 0.885
O: 0.821 3.671 1.088
N: -1.221 2.930 1.735
C: -2.348 2.163 1.654
O: -3.262 2.257 2.438
H: -1.195 3.595 2.500
N: 0.841 1.849 -1.112
C: 1.935 1.058 -0.939
O: 2.813 0.986 -1.772
C: 1.943 0.239 0.357
C: 1.105 -1.002 0.212
C: 0.392 -1.491 1.299
C: -0.350 -2.655 1.190
C: -0.401 -3.337 -0.015
C: 0.300 -2.854 -1.107
C: 1.054 -1.698 -0.993
H: 1.621 -1.336 -1.839
H: 0.271 -3.385 -2.047
H: -0.978 -4.247 -0.098
H: -0.884 -3.034 2.049
H: 0.429 -0.963 2.242
C: 3.384 -0.055 0.718
C: 4.123 0.953 1.326
C: 5.452 0.753 1.646
C: 6.059 -0.459 1.364
C: 5.329 -1.465 0.757
C: 3.998 -1.264 0.432
H: 3.442 -2.057 -0.046
H: 5.797 -2.412 0.530
H: 7.098 -0.618 1.614
H: 6.016 1.546 2.116
H: 3.652 1.902 1.540
H: 1.522 0.862 1.154
C: 0.856 2.856 -2.165
C: -0.206 2.608 -3.228
H: -0.035 1.656 -3.726
H: -1.202 2.604 -2.791
H: -0.159 3.397 -3.974
H: 0.708 3.836 -1.702
H: 1.851 2.821 -2.613
N: -1.447 0.247 -1.304
H: -1.990 -0.586 -1.155
H: -0.600 0.115 -1.837
H: -3.804 0.379 -0.620
H: -4.383 1.022 0.928
H: -2.448 -1.324 0.907
H: -3.515 -0.768 2.190
H: -5.487 -1.424 0.697
H: -4.509 -2.748 1.325
H: -3.270 -2.867 -0.844
H: -4.325 -1.610 -1.507
H: -4.997 -3.161 -1.033

## Properties
Total energy: -37448.2177 eV
SMILES string: CCCCn1c(N)c(N(CC)C(=O)C(c2ccccc2)c2ccccc2)c(=O)[nH]c1=O
Lowest unoccupied orbital energy: 0.569 eV
Energy relative to the best compared isomer or geometry (same formula, charge and spin): 0.0 kcal per mole

Entry 2:
C19H24Cl3IN5O2SSiTa as an isolated structure. Source: the Open Molecules 2025 dataset; level of theory: ωB97M-V with the def2-TZVPD basis set.

Geometry (Å):
Ta: -0.308 -0.230 0.054
C: -0.764 0.346 -4.421
C: 0.668 0.333 -3.980
N: 1.635 0.367 -4.892
C: 2.912 0.338 -4.510
C: 3.334 0.320 -3.187
C: 4.805 0.231 -2.845
O: 5.048 -0.674 -1.772
C: 2.333 0.330 -2.212
C: 2.695 0.394 -0.792
N: 1.989 0.096 0.246
C: 2.709 0.048 1.501
C: 4.097 -0.089 1.535
C: 4.790 -0.091 2.735
C: 4.121 0.009 3.943
C: 2.735 0.063 3.947
C: 2.072 0.066 2.734
I: -0.012 0.010 2.880
C: 1.025 0.294 -2.643
O: 0.060 0.193 -1.665
H: -0.815 0.101 -5.478
H: -1.198 1.340 -4.281
H: -1.365 -0.367 -3.855
H: 3.642 0.319 -5.311
H: 5.185 1.207 -2.536
H: 5.363 -0.053 -3.737
H: 5.223 -1.554 -2.123
H: 3.700 0.746 -0.615
H: 4.653 -0.244 0.619
H: 5.867 -0.192 2.718
H: 4.660 0.007 4.880
H: 2.191 0.086 4.882
C: 1.420 4.716 -0.446
C: 1.147 4.216 0.967
C: -0.161 4.796 1.510
C: 2.305 4.569 1.894
N: 1.128 2.722 0.953
N: 0.057 2.177 0.160
H: 1.603 5.790 -0.431
H: 0.572 4.556 -1.118
H: 2.305 4.231 -0.864
H: -0.053 5.866 1.686
H: -0.431 4.334 2.464
H: -0.997 4.685 0.811
H: 2.453 5.648 1.916
H: 3.228 4.099 1.552
H: 2.104 4.241 2.917
H: 0.968 2.410 1.905
H: 0.286 2.407 -0.804
H: -0.806 2.676 0.381
S: 0.874 -2.412 0.154
C: -0.283 -3.655 0.092
N: -1.072 -4.492 0.041
Cl: -3.919 0.326 1.845
Si: -2.804 0.557 0.192
Cl: -3.786 1.230 -1.421
Cl: -2.253 -1.577 -0.397

## Properties
Charge: +2
Total energy: -97559.6035 eV
Lowest unoccupied orbital energy: -7.889 eV
Energy relative to the best compared isomer or geometry (same formula, charge and spin): 75.6 kcal per mole

Entry 3:
A 2-piece molecular cluster, C3H10N2 overall. Source: the Open Molecules 2025 dataset; level of theory: ωB97M-V with the def2-TZVPD basis set.

Geometry (Å):
C: 2.551 -2.385 -0.404
H: 1.984 -3.028 -1.087
H: 2.115 -2.437 0.590
H: 2.445 -1.381 -0.818
H: 3.595 -2.671 -0.381
C: -1.337 2.357 -0.681
N: -0.638 0.004 0.808
C: -1.757 0.839 1.076
N: -1.915 1.998 0.616
H: -0.249 2.483 -0.566
H: -1.754 3.299 -1.029
H: -1.466 1.526 -1.382
H: -0.647 -0.720 1.511
H: -0.566 -0.319 -0.148
H: -2.361 0.435 1.896

## Properties
Total energy: -6252.4240 eV
SMILES string: C/N=C\N.C
Lowest unoccupied orbital energy: 0.754 eV
Energy relative to the best compared isomer or geometry (same formula, charge and spin): 23.2 kcal per mole

Entry 4:
A 2-piece molecular cluster, C6H10O overall. Source: the Open Molecules 2025 dataset; level of theory: ωB97M-V with the def2-TZVPD basis set.

Geometry (Å):
C: 0.400 -0.364 1.309
C: -0.359 0.979 1.319
O: -1.549 1.041 0.516
C: -1.449 0.420 -0.672
C: -0.287 0.227 -1.305
C: 0.989 -0.056 -1.129
C: 1.489 -0.485 0.229
H: -0.320 -1.185 1.218
H: 0.876 -0.479 2.292
H: -0.730 1.199 2.322
H: 0.303 1.794 1.003
H: -1.739 -1.331 -2.319
H: -2.423 0.170 -1.089
H: -1.185 -0.857 -2.539
H: 1.729 0.142 -1.903
H: 2.298 0.224 0.468
H: 1.952 -1.479 0.244

## Properties
Total energy: -8427.5658 eV
SMILES string: C1=CCCCOC=1.[H][H]
Lowest unoccupied orbital energy: 0.710 eV
Energy relative to the best compared isomer or geometry (same formula, charge and spin): 84.7 kcal per mole